(1)
Computed, not measured: a structure of composition C36H58N2O3PtS2Se, with ωB97M-V/def2-TZVPD.

gap between HOMO and LUMO	6.667	eV
HOMO level	-6.77	eV
total charge	0
energy above the lowest of the compared OMol25 structures with the same formula, charge and spin	106.3	kJ/mol

XYZ file:
```
103
Properties=species:S:1:pos:R:3:forces:R:3:mulliken_charge:R:1
Pt -0.1801 -0.2511 0.5560 0.597 -1.288 1.328 1.69
C 6.2196 -3.5999 0.2510 -0.012 -0.035 0.026 -1.69
C 6.4034 -2.0771 0.2916 -0.059 0.009 0.006 2.23
C 6.8757 -1.5904 -1.0857 0.005 0.021 -0.017 -1.74
C 7.4925 -1.7506 1.3122 0.030 -0.009 0.030 -2.22
C 5.0737 -1.4040 0.6340 -0.010 0.040 -0.008 -0.90
C 3.9596 -1.6088 -0.1704 -0.015 0.046 0.058 -0.53
C 2.7715 -0.9582 0.1052 0.170 -0.413 -0.252 0.42
Se 1.2334 -1.3501 -0.9909 0.037 0.595 0.044 -0.08
C 0.7331 -3.0636 -0.3224 0.392 -0.106 -0.251 -0.03
C 1.4347 -4.1711 -0.7594 -0.015 -0.005 0.040 -0.29
C 1.1251 -5.4257 -0.2557 -0.059 -0.010 -0.006 -0.74
C 0.1371 -5.4622 0.7255 0.003 0.015 0.082 -0.17
C -0.5828 -4.3569 1.1867 -0.116 -0.221 0.064 -0.39
C -0.3439 -3.1135 0.5638 -0.410 0.171 0.062 1.51
O -1.1288 -2.0554 0.7600 -0.360 -0.116 -0.398 -1.05
C -1.5949 -4.6060 2.3230 0.031 -0.043 -0.046 2.14
C -0.8761 -5.3302 3.4756 0.011 -0.007 0.003 -1.76
C -2.7313 -5.4975 1.8019 -0.023 0.001 -0.026 -1.72
C -2.2184 -3.3435 2.9257 0.014 0.037 -0.029 -1.97
C 1.8429 -6.6678 -0.7848 -0.014 0.048 0.034 2.12
C 1.5501 -6.8172 -2.2841 -0.025 0.002 -0.019 -1.75
C 3.3564 -6.5224 -0.5794 0.026 0.020 0.039 -1.79
C 1.3816 -7.9417 -0.0786 0.009 -0.048 0.023 -2.20
C 2.6201 -0.0257 1.1445 -0.122 0.312 -0.080 1.30
O 1.5454 0.7325 1.2450 -0.390 0.498 -0.119 -1.57
C 3.7043 0.0985 2.0405 0.134 0.069 0.103 -1.04
C 4.8923 -0.5662 1.7318 -0.028 -0.017 0.074 0.09
C 3.6673 0.9299 3.3390 0.067 -0.072 -0.044 2.42
C 4.6292 2.1187 3.2061 -0.026 0.055 -0.005 -1.74
C 4.1242 0.0385 4.5083 -0.015 -0.003 0.010 -1.81
C 2.2860 1.4784 3.7312 -0.037 0.028 -0.006 -2.15
H 7.1709 -4.0941 0.0340 -0.028 0.014 -0.008 0.50
H 5.5044 -3.8969 -0.5188 0.018 0.005 0.027 0.30
H 5.8494 -3.9692 1.2103 0.014 0.004 -0.027 0.34
H 7.8256 -2.0619 -1.3539 -0.034 0.005 0.005 0.44
H 7.0186 -0.5072 -1.0808 -0.003 -0.025 -0.009 0.39
H 6.1470 -1.8291 -1.8635 0.028 0.007 0.023 0.30
H 8.4238 -2.2394 1.0168 -0.017 0.010 0.018 0.44
H 7.2295 -2.1085 2.3109 0.007 0.018 -0.029 0.39
H 7.6836 -0.6762 1.3675 -0.004 -0.029 0.002 0.43
H 4.0077 -2.2831 -1.0199 0.000 0.024 0.016 0.28
H 2.2228 -4.0441 -1.4954 -0.035 0.001 0.019 0.40
H -0.0975 -6.4203 1.1716 -0.004 0.051 -0.027 0.27
H -0.4806 -6.3030 3.1803 -0.009 0.027 0.011 0.35
H -1.5760 -5.4939 4.2994 0.019 0.002 -0.019 0.47
H -0.0441 -4.7262 3.8458 -0.030 -0.017 -0.002 0.37
H -2.3588 -6.4665 1.4619 -0.011 0.032 -0.002 0.33
H -3.2409 -5.0167 0.9636 0.005 -0.012 0.031 0.35
H -3.4646 -5.6756 2.5942 0.023 0.002 -0.024 0.44
H -1.4558 -2.6434 3.2707 -0.016 -0.022 -0.001 0.30
H -2.8289 -3.6392 3.7847 0.020 0.009 -0.019 0.49
H -2.8492 -2.8170 2.2138 0.007 -0.012 0.008 0.34
H 1.8843 -5.9413 -2.8444 -0.006 -0.034 0.016 0.30
H 0.4775 -6.9343 -2.4545 0.025 0.006 -0.007 0.39
H 2.0611 -7.6957 -2.6884 -0.005 0.030 0.010 0.44
H 3.7547 -5.6668 -1.1290 -0.009 -0.026 0.017 0.35
H 3.8774 -7.4177 -0.9298 -0.014 0.027 -0.004 0.50
H 3.5902 -6.3784 0.4782 0.002 -0.007 -0.029 0.35
H 0.3109 -8.1120 -0.2139 0.031 0.005 0.009 0.42
H 1.5957 -7.9094 0.9928 -0.015 0.002 -0.034 0.38
H 1.9106 -8.8001 -0.4992 -0.014 0.014 0.020 0.44
H 5.7297 -0.4210 2.4031 -0.035 0.006 -0.035 0.29
H 5.6566 1.7866 3.0434 -0.032 0.003 -0.005 0.35
H 4.6092 2.7287 4.1148 0.013 -0.022 -0.025 0.46
H 4.3401 2.7497 2.3621 0.010 -0.010 0.026 0.29
H 5.1427 -0.3296 4.3805 -0.029 0.014 0.001 0.36
H 3.4643 -0.8268 4.6065 0.019 0.024 0.006 0.37
H 4.0905 0.6051 5.4432 0.014 -0.015 -0.025 0.47
H 1.9368 2.2386 3.0338 0.021 -0.022 -0.008 0.35
H 2.3730 1.9235 4.7287 -0.002 -0.010 -0.024 0.53
H 1.5354 0.6851 3.7643 0.036 -0.014 0.001 0.34
C 2.3444 2.9441 -2.7383 -0.015 0.042 -0.001 -1.28
C 1.0484 3.4406 -2.1099 0.215 0.034 -0.067 -0.53
S 0.2172 2.0527 -1.3168 -0.111 -0.223 -0.924 0.77
O -0.2515 1.1952 -2.4611 0.142 0.348 0.397 -0.74
C -1.2047 2.9840 -0.7397 -0.100 0.092 0.074 -0.97
C -0.8500 3.7868 0.5031 0.040 0.025 -0.034 -0.48
H 2.8526 3.7523 -3.2655 -0.010 -0.010 0.015 0.41
H 2.1352 2.1470 -3.4524 -0.013 0.019 0.018 0.34
H 3.0223 2.5526 -1.9764 -0.026 0.017 -0.012 0.26
H 0.3495 3.8245 -2.8588 0.065 0.024 0.030 0.39
H 1.2319 4.1971 -1.3431 0.022 0.011 -0.072 0.28
H -1.9464 2.2126 -0.5288 -0.032 0.010 0.039 0.33
H -1.5581 3.6071 -1.5643 -0.070 -0.057 0.022 0.56
H -0.3202 3.1618 1.2243 0.010 -0.010 -0.003 -0.03
H -1.7532 4.1657 0.9771 -0.031 0.014 -0.051 0.02
H -0.2151 4.6417 0.2669 -0.021 -0.010 0.004 0.52
S -1.8881 0.1591 2.1806 -0.252 0.077 -0.174 -0.51
C -2.2553 1.7371 2.7591 0.509 0.233 -0.128 -0.09
N -1.4274 2.3936 3.5689 0.035 -0.184 0.312 0.20
C -1.8330 3.5257 4.4008 0.083 0.075 -0.169 -0.57
C -2.8800 4.3403 3.6630 -0.019 -0.052 -0.007 -0.42
C -3.9978 3.4177 3.2065 0.105 0.030 -0.126 -0.66
N -3.4186 2.3101 2.4407 -0.329 -0.217 0.292 0.00
H -0.5944 1.8780 3.8161 0.049 0.059 -0.031 0.05
H -0.9528 4.1258 4.6221 0.044 -0.002 -0.030 0.36
H -2.2367 3.1623 5.3487 0.009 -0.043 0.041 0.35
H -2.4266 4.8200 2.7961 -0.011 0.052 0.055 0.17
H -3.2764 5.1181 4.3140 -0.011 -0.010 0.005 0.37
H -4.7021 3.9446 2.5666 -0.008 -0.005 -0.048 0.37
H -4.5495 3.0325 4.0673 -0.025 -0.042 0.017 0.35
H -4.0303 1.7095 1.9082 0.003 0.065 -0.068 0.31
```
Positions in Å, forces in eV/Å.

***

(2)
Computed, not measured: a cluster of 7 separate species, C36H60B2N9O8P2 in total, with ωB97M-V/def2-TZVPD.

gap between HOMO and LUMO	6.617	eV
HOMO level	-4.73	eV
total charge	-1

XYZ file:
```
117
Properties=species:S:1:pos:R:3:forces:R:3:mulliken_charge:R:1
C 1.2030 -4.5434 2.1871 1.143 -0.165 0.281 -0.78
C 2.2889 -3.5360 1.4076 0.403 -1.336 2.029 -0.12
B 1.5736 -2.1832 0.9155 -0.538 -0.723 2.854 0.62
O 0.7742 -1.5276 2.0216 2.695 -0.432 -1.117 -0.62
P 1.6384 -1.2400 -0.7489 -0.591 3.949 2.468 0.35
N 1.5703 -0.1708 -2.1703 0.157 0.547 -0.899 -0.71
C 3.2153 -0.4390 -0.0265 3.179 -0.437 1.164 -0.45
C 4.3495 0.0883 -1.0591 1.105 0.893 0.273 -0.87
C 4.2334 1.6780 -1.4961 1.475 -0.292 -0.669 -0.32
C 4.7828 2.7323 -0.3607 -0.958 0.768 -0.891 -0.40
C 3.4786 3.4831 0.2872 -0.177 -1.696 0.896 0.28
O 3.5313 4.9502 0.0841 -2.119 0.073 3.714 -0.36
C 2.7753 5.5713 1.1879 2.855 4.942 2.284 0.52
C 1.3451 4.9761 1.7573 0.635 -0.458 -0.199 -0.52
O 3.3067 6.6660 1.7624 -3.371 -6.729 -3.771 -0.60
N 0.1828 -2.0250 -1.4187 -4.266 -7.614 4.500 -0.55
C -0.4241 -2.9047 -0.5537 -5.729 4.595 -0.749 0.39
O -1.5339 -3.2037 0.1815 8.105 1.099 -4.854 -0.59
B 0.4392 0.0999 -0.0028 -2.389 2.246 1.344 0.67
O 0.7742 1.2402 0.8548 0.567 0.965 -1.877 -0.61
N -1.0732 0.1548 -0.3595 0.172 1.535 1.213 0.17
C -1.8865 0.4154 0.9264 -0.481 -0.563 0.463 -0.84
C -1.3576 1.2227 -1.3860 -1.844 -1.004 -0.681 -0.61
P 2.7717 -2.8063 -1.7890 3.201 -3.869 -6.053 1.04
O 2.9833 -2.6032 -3.3427 -0.504 0.121 3.924 -0.87
O 4.3724 -3.0963 -1.1364 -1.028 0.019 -1.588 -0.56
O 2.0146 -4.4171 -1.7491 -0.132 2.254 -0.846 -0.61
H 1.8503 -5.2543 2.8911 -1.513 1.273 -1.636 0.32
H 0.4820 -3.9617 2.9078 1.212 -1.139 -1.766 0.13
H 0.6727 -5.1723 1.3571 0.685 1.170 1.843 0.19
H 3.0610 -3.2397 2.2708 -1.368 -0.437 -1.772 0.11
H 2.8701 -4.2050 0.6748 -0.872 1.293 0.988 0.20
H 1.3951 -1.4810 2.8056 -1.252 -0.290 -1.103 0.24
H 1.3465 0.8203 -1.9388 0.572 -1.157 -0.177 0.03
H 2.3375 -0.2243 -2.8368 -0.210 0.038 -0.068 0.39
H 3.7429 -1.3170 0.5970 -0.777 1.725 -1.271 0.16
H 3.0947 0.3871 0.7819 -0.342 -1.225 -1.484 0.22
H 5.3944 0.0033 -0.4861 -2.073 0.199 -1.328 0.36
H 4.4854 -0.5140 -2.0500 -0.587 0.849 1.942 0.29
H 4.9677 1.7976 -2.4301 -1.576 -0.283 1.887 0.20
H 3.1767 1.9989 -1.8800 1.957 -0.695 0.900 0.17
H 5.4661 2.2473 0.4585 -1.525 0.808 -1.579 0.31
H 5.4255 3.5570 -0.9058 -1.271 -1.551 1.159 0.06
H 2.4505 3.1138 -0.1532 2.260 0.470 0.658 -0.19
H 3.4574 3.1819 1.4413 -0.010 0.974 -2.378 0.20
H 0.6983 4.5700 0.8514 1.351 0.813 2.021 0.20
H 0.7732 5.7992 2.3667 1.364 -1.466 -1.495 0.32
H 1.5745 4.1002 2.5329 -0.496 1.792 -1.921 0.13
H 0.5877 2.1329 0.4006 -0.043 -2.257 1.131 0.03
H -2.1607 1.5468 1.0503 0.388 -1.936 -0.177 0.27
H -2.8713 -0.2547 0.8896 1.959 1.607 -0.023 0.21
H -1.3171 0.0864 1.8988 -0.917 0.577 -2.060 0.20
H -2.4419 1.6539 -1.1332 2.401 -0.608 -0.610 0.22
H -0.5751 2.0906 -1.4393 -1.287 -1.264 -0.030 0.12
H -1.4963 0.6688 -2.4326 0.694 1.522 2.024 0.20
H 5.0497 -3.1855 -1.8912 -1.972 0.177 1.321 0.32
H 1.3790 -4.4069 -2.5495 1.602 0.252 1.788 0.32
N 6.6926 4.3956 -3.9185 0.050 0.027 -0.057 0.03
C 7.9960 4.5097 -3.5102 0.058 -0.019 0.042 -0.44
C 8.7994 3.9904 -4.5007 0.036 0.190 0.352 -0.41
C 7.9510 3.5532 -5.5458 -0.368 -0.024 -0.161 -0.37
C 6.6557 3.8182 -5.1611 -0.006 -0.043 -0.047 -0.50
H 5.8846 4.6919 -3.3867 0.291 -0.124 -0.182 0.20
H 8.2395 4.9479 -2.5516 -0.020 -0.097 -0.165 0.37
H 9.8799 3.9339 -4.4740 -0.184 0.015 0.018 0.38
H 8.2524 3.0950 -6.4789 -0.078 0.070 0.161 0.39
H 5.7133 3.6446 -5.6633 0.185 -0.010 0.081 0.36
N -0.9412 5.7233 5.9996 -0.038 0.021 -0.036 -0.01
C 0.3151 5.5099 5.4948 0.124 0.002 -0.024 -0.63
C 0.6056 4.1705 5.6282 0.150 0.347 -0.154 -0.30
C -0.5175 3.5533 6.2291 -0.386 0.032 0.165 -0.49
C -1.4588 4.5348 6.4449 -0.010 -0.108 0.074 -0.45
H -1.4129 6.6176 6.0367 0.200 -0.377 -0.031 0.20
H 0.8939 6.3275 5.0866 -0.042 -0.156 0.070 0.49
H 1.5263 3.6896 5.3243 -0.149 0.091 0.047 0.46
H -0.6280 2.5056 6.4771 -0.002 0.188 -0.063 0.37
H -2.4494 4.4896 6.8772 0.182 -0.030 -0.074 0.37
N -4.7326 3.3438 -2.2290 -0.150 -0.038 -0.128 0.04
C -4.4142 2.7331 -3.4140 0.031 -0.009 -0.059 -0.64
C -5.5418 2.0948 -3.8802 0.385 0.101 -0.152 -0.28
C -6.5782 2.3340 -2.9464 -0.100 0.209 0.300 -0.29
C -6.0516 3.1103 -1.9385 -0.054 0.032 0.075 -0.81
H -4.0943 3.8833 -1.6586 -0.224 -0.254 -0.212 0.24
H -3.4149 2.8034 -3.8221 -0.180 -0.084 0.071 0.44
H -5.6108 1.5200 -4.7946 0.079 0.062 0.140 0.44
H -7.5990 1.9788 -3.0035 0.140 0.029 0.169 0.52
H -6.5009 3.5143 -1.0412 0.055 -0.115 -0.163 0.40
N -9.0148 2.2911 -5.5959 -0.126 -0.002 -0.050 0.07
C -9.4054 3.4558 -6.2038 0.023 0.009 -0.029 -0.32
C -10.5608 3.2014 -6.9084 0.223 0.307 0.079 -0.57
C -10.8815 1.8366 -6.7138 0.052 -0.356 0.157 -0.48
C -9.9118 1.2995 -5.8970 -0.002 -0.013 -0.036 -0.42
H -8.1936 2.1808 -5.0152 -0.240 0.121 -0.211 0.27
H -8.8284 4.3630 -6.0845 -0.107 -0.158 -0.036 0.36
H -11.1137 3.9213 -7.4978 0.105 -0.106 0.106 0.37
H -11.7290 1.3033 -7.1247 0.150 0.073 0.082 0.37
H -9.7830 0.2989 -5.5065 -0.040 0.165 -0.092 0.34
N 0.5179 -5.5205 6.9666 0.018 0.037 0.122 0.05
C -0.6100 -5.1054 6.3078 -0.097 0.026 -0.092 -0.86
C -0.8367 -5.9737 5.2634 -0.192 0.325 0.225 0.08
C 0.1873 -6.9502 5.2970 0.325 -0.189 0.196 -0.23
C 1.0081 -6.6479 6.3604 0.025 -0.096 -0.099 -0.76
H 0.9245 -5.0665 7.7742 -0.175 -0.189 -0.356 0.19
H -1.1524 -4.2292 6.6368 0.085 -0.140 -0.104 0.36
H -1.6522 -5.9113 4.5546 0.224 0.025 0.141 0.31
H 0.3121 -7.7846 4.6190 -0.035 0.162 0.078 0.46
H 1.8973 -7.1364 6.7359 -0.146 0.074 -0.105 0.37
N -2.2624 -7.3896 1.1193 -0.058 -0.155 0.036 0.03
C -1.7239 -8.4996 0.5223 0.007 0.035 0.012 -0.52
C -1.6672 -9.5036 1.4630 0.078 0.022 -0.378 -0.38
C -2.1956 -8.9825 2.6682 -0.170 0.258 0.232 -0.41
C -2.5580 -7.6763 2.4267 0.019 0.023 -0.041 -0.63
H -2.4182 -6.4986 0.6660 0.131 -0.208 0.168 0.20
H -1.4265 -8.4796 -0.5176 -0.014 -0.013 0.201 0.38
H -1.2876 -10.5037 1.2986 -0.053 0.171 0.008 0.39
H -2.3011 -9.5042 3.6107 0.015 0.112 -0.135 0.42
H -2.9985 -6.9279 3.0718 0.076 -0.171 -0.130 0.54
```
Positions in Å, forces in eV/Å.